(1)
# C28H44F2NO4

5 unconnected molecules or ions with the total composition C28H44F2NO4 (ωB97M-V with the def2-TZVPD basis set, the OMol25 dataset).

Each line ends with the Mulliken charge.
Positions of all 79 atoms, in Å:
C1 -3.24476 -2.14726 -5.46917  0.278
C2 -2.74213 -1.94752 -4.39733  -1.952
C3 -2.09272 -1.84907 -3.08516  1.263
C4 -2.98087 -1.63792 -1.82234  0.499
C5 -3.60475 -2.86150 -1.12559  -1.526
C6 -2.59650 -3.89741 -0.61402  0.369
C7 -1.97783 -4.81553 -1.68862  -1.250
F1 -1.59074 -3.27917 0.13450  -0.309
C8 -2.20314 -0.61943 -0.88409  -1.180
C9 -0.78085 -0.76302 -1.47983  -0.779
C10 0.35676 0.12206 -0.97558  -0.725
C11 1.68168 -0.66221 -1.02483  0.619
C12 1.88997 -1.72552 -1.91572  -0.110
C13 3.07350 -2.46604 -1.96072  -0.968
C14 4.10949 -2.15083 -1.07816  -0.635
C15 3.92020 -1.07578 -0.20740  -0.706
C16 2.74526 -0.32882 -0.16360  -0.149
N1 -1.13728 -0.67685 -2.94259  0.470
F2 -1.91673 0.42376 -3.27272  -0.118
H1 -3.43376 -2.36550 -6.50373  0.496
H2 -1.39620 -2.70143 -3.07987  -0.124
H3 -3.84538 -1.07056 -2.20182  0.531
H4 -4.33695 -3.34645 -1.78035  0.472
H5 -4.13285 -2.45504 -0.25155  0.395
H6 -3.13779 -4.56869 0.07009  0.442
H7 -1.00968 -4.40759 -2.02422  0.271
H8 -1.76712 -5.81501 -1.30137  0.359
H9 -2.63077 -4.86924 -2.56958  0.355
H10 -2.19529 -1.00536 0.13828  0.553
H11 -2.59980 0.39691 -0.93722  0.389
H12 -0.60169 -1.83115 -1.30495  0.531
H13 0.16592 0.55032 0.01116  0.140
H14 0.49886 0.98291 -1.65333  0.737
H15 1.09823 -2.02219 -2.61452  0.088
H16 3.16016 -3.29381 -2.66309  0.419
H17 5.01617 -2.74887 -1.10022  0.410
H18 4.72397 -0.82204 0.48363  0.425
H19 2.61957 0.51099 0.51454  0.560
H20 -0.35161 -0.62567 -3.60076  0.509
C17 -0.34766 3.73220 0.82052  -0.888
C18 1.09242 3.40537 1.09237  0.922
O1 1.65126 2.48353 0.53242  -0.515
C19 1.81731 4.27247 2.08648  -1.371
H21 -0.74282 3.03715 0.08202  -0.088
H22 -0.93239 3.64618 1.73827  0.379
H23 -0.43005 4.74444 0.42392  0.482
H24 1.32581 4.21263 3.05875  0.335
H25 1.82048 5.30828 1.74412  0.388
H26 2.84550 3.92987 2.18692  0.336
C20 -0.22833 -0.88990 4.58744  -1.380
C21 -0.11298 -0.55251 3.12365  0.704
O2 -0.15894 0.59372 2.72906  -0.473
C22 0.06671 -1.69956 2.16338  -0.745
H27 -0.35152 0.02657 5.16140  0.338
H28 -1.09419 -1.53209 4.75615  0.364
H29 0.67529 -1.40203 4.92497  0.292
H30 -0.78492 -2.37707 2.22327  0.364
H31 0.98356 -2.24431 2.39505  0.539
H32 0.13848 -1.30903 1.14920  -0.057
C23 4.00265 -0.09704 3.84609  -0.729
C24 4.07152 -0.69409 5.23085  0.708
O3 3.87196 -1.87254 5.41610  -0.557
C25 4.39307 0.24283 6.36825  -1.187
H33 3.76439 -0.88128 3.12857  0.093
H34 3.22227 0.66624 3.81036  0.229
H35 4.96230 0.34720 3.57738  0.473
H36 3.63472 1.02499 6.43359  0.303
H37 5.37167 0.69908 6.21106  0.343
H38 4.40861 -0.31427 7.30268  0.335
C26 -2.43647 3.51180 -3.60650  -0.771
C27 -2.06768 4.75476 -2.83621  0.793
O4 -1.08531 4.77026 -2.13186  -0.524
C28 -2.96837 5.95397 -2.97820  -1.200
H39 -1.69737 2.74150 -3.40790  -0.022
H40 -3.41957 3.15597 -3.29117  0.326
H41 -2.45164 3.72026 -4.67740  0.413
H42 -3.97678 5.70574 -2.64300  0.336
H43 -3.00163 6.27457 -4.02055  0.343
H44 -2.58397 6.76971 -2.36965  0.318

As for the max |F|: 0.0431 Eh/bohr. The charge is +1. The highest occupied orbital energy is -11.254 eV. The value obtained for the total energy is -1648.3676 a.u.

---

(2)
# C3H3Br2ClO

A molecular structure, C3H3Br2ClO (ωB97M-V with the def2-TZVPD basis set, the OMol25 dataset).

Each line ends with the Mulliken charge.
Positions of all 10 atoms, in Å:
C1 -1.57694 -0.42284 0.09477  0.143
C2 -0.54754 0.21569 0.84124  -0.691
C3 1.41776 0.23439 -0.56795  0.021
O1 -1.52391 -1.56798 -0.30456  -0.460
Cl1 1.58466 1.87688 -1.03063  -0.071
Br1 0.84057 -0.93578 -1.95049  0.042
Br2 2.83012 -0.49096 0.45028  0.014
H1 -2.45570 0.21556 -0.11750  0.299
H2 -0.60495 1.26705 1.06808  0.360
H3 0.03593 -0.39201 1.51676  0.341

As for the max |F|: 0.0639 Eh/bohr. Its energy above the lowest of the compared OMol25 structures with the same formula, charge and spin is 79.74 kcal per mole. The highest occupied orbital energy (alpha / beta) is -9.043 / -9.035 eV. The value obtained for the total energy is -5799.4471 a.u.

---

What is the total energy in the first record?
-1648.3676 a.u.